C4H15N2O2 | ωB97M-V/def2-TZVPD

The calculation puts the highest occupied orbital energy at -12.766 eV. Its orbital gap is 9.77 eV. The spin multiplicity is 1. Its net charge is +1.

The geometry in XYZ format:
```
23
Properties=species:S:1:pos:R:3:forces:R:3
C -1.875 1.526 0.206 -0.053 -0.434 0.331
C -0.779 1.585 1.283 -0.237 -0.292 0.360
C 0.468 1.034 0.719 0.756 -0.303 -0.460
C 1.011 -0.132 1.014 -0.703 0.022 0.202
N 2.023 -0.729 0.135 0.345 -0.268 1.255
N -2.100 0.140 -0.227 0.170 0.004 -0.253
H -1.634 2.193 -0.619 -0.004 0.144 -0.103
H -2.778 1.877 0.684 -0.278 0.243 -0.035
H -1.095 0.948 2.105 -0.094 -0.103 0.147
H -0.693 2.587 1.693 0.222 0.224 -0.222
H 0.925 1.521 -0.132 -0.191 0.416 -0.206
H 0.730 -0.765 1.836 -0.157 -0.204 0.043
H 2.244 -0.060 -0.602 0.177 -0.291 -0.359
H 2.816 -1.002 0.720 0.383 0.408 -0.344
H 1.692 -1.627 -0.238 -0.648 0.207 -0.285
H -1.622 -0.035 -1.105 0.062 -0.070 0.084
H -3.078 -0.038 -0.411 -0.061 0.129 0.074
H -0.105 -3.667 -0.356 0.343 0.315 0.242
H -0.941 -2.594 0.271 0.143 0.472 0.137
O -0.013 -2.815 0.108 -0.279 -0.672 -0.462
H 1.056 1.131 -2.661 -0.090 -0.007 -0.023
H 1.532 -0.256 -3.057 -0.141 -0.017 -0.035
O 1.103 0.223 -2.336 0.333 0.076 -0.088
```
Positions in Å, forces in eV/Å.

natural (NBO) population analysis, charges in e, atoms 1 to 2:
1 C -0.21
2 C -0.45